## A
DFT (ωB97M-V/def2-TZVPD) results for C5H10N3 as an isolated structure.

CARTESIAN COORDINATES (ANGSTROEM)
N -2.335 1.025 0.035
N -1.194 0.031 0.179
N -0.397 -1.922 -0.551
C 2.607 0.331 0.255
C 0.696 -1.183 -0.707
C 0.021 0.548 -0.204
C 1.161 -0.285 0.383
C -1.408 -1.308 0.095
H -2.275 1.802 0.756
H 2.660 0.867 -0.682
H 3.332 -0.573 0.203
H 2.791 1.062 1.109
H -3.080 0.438 0.501
H -2.403 -1.635 0.526
H 0.874 -0.676 1.388
H 1.341 -1.253 -1.528
H -2.642 1.323 -0.917
H 0.251 1.408 -0.839

Properties
- Charge: +1
- Spin multiplicity: 1
- Highest occupied orbital energy: -12.49 eV
- HOMO-LUMO gap: 0.302 hartree

Atomic partial charges in e from the natural (NBO) method, atoms 1 to 4: -0.56, -0.22, -0.36, -0.61

## B
DFT (ωB97M-V/def2-TZVPD) results for an isolated ion of composition C5H10N3 and charge +1.

CARTESIAN COORDINATES (ANGSTROEM)
N -0.638 -0.821 -0.023
N -1.390 1.266 0.085
N -2.968 -0.542 -0.068
C 1.423 0.048 1.230
C -0.108 1.415 0.023
C 0.658 0.154 -0.048
C -1.724 -0.054 -0.012
C 1.555 -0.091 -1.297
H -3.207 -1.494 0.149
H -3.720 0.060 -0.008
H 2.334 -0.905 -1.028
H 0.904 0.625 2.131
H -0.530 -1.877 -0.160
H 0.272 2.337 0.278
H 1.988 0.816 -1.523
H 2.441 0.516 1.190
H 0.922 -0.453 -2.196
H 1.789 -1.000 1.275

Properties
- Charge: +1
- Spin multiplicity: 1
- Highest occupied orbital energy: -15.20 eV
- HOMO-LUMO gap: 0.391 hartree
- SMILES: CC1(C)C=NC(=[NH2+])N1

Atomic partial charges in e from the natural (NBO) method, atoms 1 to 4: -0.55, -0.43, -0.72, -0.66

If we sort the structures by their calculated energies, the order from most to least stable is B, A.

## A
DFT (ωB97M-V/def2-TZVPD) results for an isolated ion of composition C5H10N3 and charge +1.

CARTESIAN COORDINATES (ANGSTROEM)
N -0.879 -0.198 -2.176
N -1.549 0.003 0.203
N 1.210 0.234 0.190
C 0.463 0.882 1.101
C -1.285 -0.460 -0.974
C -0.957 0.689 1.163
C -2.327 -1.203 -0.238
C 2.695 0.483 0.421
H 3.252 -0.428 0.063
H -2.058 -2.200 0.308
H -0.013 0.279 -2.396
H 2.745 0.881 1.604
H -1.326 -0.859 -2.792
H -3.339 -1.097 -0.433
H 0.949 1.488 1.836
H -1.501 0.880 2.115
H 0.913 -0.727 0.149
H 3.006 1.353 -0.145

Properties
- Charge: +1
- Spin multiplicity: 1
- Highest occupied orbital energy (alpha / beta): -11.96 / -11.96 eV
- HOMO-LUMO gap (alpha / beta): 0.299 / 0.299 hartree
- SMILES: CN/C=C\N1CC1=[NH2+]

Atomic partial charges in e from the natural (NBO) method, atoms 1 to 4: -0.71, -0.27, -0.63, 0.08

## B
DFT (ωB97M-V/def2-TZVPD) results for an isolated ion of composition C5H10N3 and charge +1.

CARTESIAN COORDINATES (ANGSTROEM)
N 0.787 -0.209 -0.675
N -0.971 -2.453 0.065
N 1.433 1.902 -0.584
C -1.791 -1.217 0.438
C -0.061 0.507 0.169
C 0.363 1.816 0.267
C -0.985 -0.114 1.137
C 1.700 0.677 -1.029
H 1.965 2.734 -0.817
H -0.149 -2.387 0.677
H -1.780 0.580 1.504
H -2.655 -1.624 0.970
H -0.360 -0.488 1.973
H -0.796 -2.479 -0.953
H -2.104 -0.687 -0.469
H 0.241 2.606 0.971
H -1.486 -3.272 0.424
H 2.578 0.440 -1.616

Properties
- Charge: +1
- Spin multiplicity: 1
- Highest occupied orbital energy: -12.37 eV
- HOMO-LUMO gap: 0.335 hartree
- SMILES: [NH3+]CCc1c[nH]cn1

Atomic partial charges in e from the natural (NBO) method, atoms 1 to 4: -0.54, -0.69, -0.49, -0.22

If we sort the structures by their calculated energies, the order from most to least stable is B, A.

## A
DFT (ωB97M-V/def2-TZVPD) results for an isolated ion of composition C5H10N3 and charge +1.

CARTESIAN COORDINATES (ANGSTROEM)
N 1.284 -1.387 0.057
N 3.819 -0.180 0.062
N -0.788 -0.162 -0.480
C -0.058 -1.571 -0.014
C -2.052 -0.052 0.318
C 0.343 0.745 -0.186
C 2.863 0.625 -0.011
C 1.581 -0.159 -0.011
H 0.062 1.330 0.697
H 4.737 0.264 -0.033
H 2.642 1.772 0.016
H -2.578 0.730 -0.099
H -0.387 -1.898 0.929
H -1.694 0.027 1.428
H -1.127 -0.215 -1.479
H -0.257 -2.326 -0.785
H 0.385 1.591 -0.970
H -2.744 -0.856 0.364

Properties
- Charge: +1
- Spin multiplicity: 1
- Highest occupied orbital energy: -14.22 eV
- HOMO-LUMO gap: 0.381 hartree
- SMILES: [H]/N=C/C1=NC[N@@H+](C)C1

Atomic partial charges in e from the natural (NBO) method, atoms 1 to 4: -0.32, -0.47, -0.39, -0.05

## B
DFT (ωB97M-V/def2-TZVPD) results for an isolated ion of composition C5H10N3 and charge +1.

CARTESIAN COORDINATES (ANGSTROEM)
N 0.731 0.295 -0.107
N -1.246 -0.064 0.697
N -1.878 2.126 1.513
C 1.879 0.206 -0.847
C -0.335 -1.976 -0.575
C -1.003 1.208 1.054
C 0.280 1.380 0.520
C -0.319 -0.749 0.039
H -0.272 -2.806 0.143
H 2.357 -0.789 -0.959
H -2.220 -0.494 0.728
H -1.226 -2.316 -1.071
H -2.616 1.749 2.136
H -1.561 3.012 1.518
H 2.634 0.938 -0.498
H 0.519 -2.201 -1.337
H 1.865 0.554 -1.891
H 0.975 2.195 0.791

Properties
- Charge: +1
- Spin multiplicity: 1
- Highest occupied orbital energy: -12.11 eV
- HOMO-LUMO gap: 0.329 hartree
- SMILES: Cc1[nH+]c(N)cn1C

Atomic partial charges in e from the natural (NBO) method, atoms 1 to 4: -0.28, -0.46, -0.78, -0.45

## C
DFT (ωB97M-V/def2-TZVPD) results for an isolated ion of composition C5H10N3 and charge +1.

CARTESIAN COORDINATES (ANGSTROEM)
N -1.073 -0.798 -0.408
N 0.514 -0.541 1.366
N 0.480 0.915 -0.633
C -0.116 -0.239 0.240
C -1.398 -0.135 -1.649
C -0.017 -1.617 2.208
C -0.134 0.788 -1.877
C 1.375 1.714 -0.161
H -1.678 -0.935 -2.443
H 1.497 2.669 -0.627
H -0.188 -1.315 3.332
H 0.616 0.185 -2.419
H -2.399 0.355 -1.379
H -0.328 1.816 -2.227
H 0.690 -2.477 2.320
H 1.913 1.540 0.804
H 1.199 0.146 1.807
H -0.953 -2.070 1.745

Properties
- Charge: +1
- Spin multiplicity: 1
- Highest occupied orbital energy: -13.25 eV
- HOMO-LUMO gap: 0.292 hartree
- SMILES: C=[N+]1CCN=C1NC

Atomic partial charges in e from the natural (NBO) method, atoms 1 to 4: -0.43, -0.61, -0.25, 0.57

If we sort the structures by their calculated energies, the order from most to least stable is B, C, A.